1.
ORCA calculation (wB97M-V/def2-TZVPD) on a molecular structure, C21H25BiI2N3O3S2Tl.

## Properties
**E_HOMO (spin up / spin down)**: -0.72620 / -0.72571 hartree
**Gap between HOMO and LUMO (spin up / spin down)**: 5.02 / 5.01 eV

The geometry in ORCA input format:
```
! wB97M-V def2-TZVPD RIJCOSX def2/J DEFGRID3
* xyz 4 1
I -0.401 -4.108 -1.921
H 3.835 -1.996 -4.245
C 0.178 1.266 8.355
N -1.291 -0.500 1.054
N 0.489 1.622 9.413
H -2.338 1.859 -0.767
Bi 0.242 0.357 -4.046
C -2.874 1.772 -1.710
H -3.848 2.234 -1.576
H 1.115 -0.944 7.181
C 3.815 0.681 -2.078
O 2.863 0.258 1.760
C -1.079 -1.895 2.804
C -3.859 -0.386 -1.017
C 0.395 -0.389 6.575
C -1.411 1.083 4.985
C 2.260 0.675 0.868
N -1.141 -0.580 3.257
C -3.804 0.266 -3.454
H -3.879 -0.756 -3.822
C -1.107 1.528 6.272
H -3.312 -0.270 -0.082
I -0.414 -3.233 -4.640
H 0.436 -1.792 4.903
O -1.908 3.369 -5.426
C -1.565 2.639 -4.648
O 3.052 2.571 -5.692
C 2.573 1.975 -4.833
C 0.026 -0.873 5.321
C 4.150 -1.690 -1.417
H -4.854 0.021 -0.831
C 3.572 -0.754 -2.466
C -1.288 0.230 2.172
H -3.988 -1.451 -1.214
H 4.891 0.823 -2.045
C -0.856 -0.121 4.555
H -4.810 0.673 -3.394
H 5.183 -0.924 -3.905
S -1.537 -0.566 -2.337
H 3.735 -0.253 -4.552
H 3.422 0.930 -1.095
H 3.430 1.385 -2.813
H -2.360 2.343 -2.478
Tl 0.394 0.640 -0.844
H -2.096 1.613 4.325
C 4.099 -1.012 -3.860
H -1.128 -2.606 0.676
S 1.782 -1.155 -2.514
C -3.107 0.343 -2.117
C -1.204 -1.831 1.445
H 5.236 -1.629 -1.347
H 3.897 -2.735 -1.590
H -1.293 1.324 2.252
H -1.581 2.424 6.679
C -0.184 0.801 7.046
H -3.287 0.877 -4.192
H -1.056 -2.724 3.496
H 3.792 -1.411 -0.426
*
```

2.
ORCA calculation (wB97M-V/def2-TZVPD) on a single C23H25N3O3 molecule.

## Properties
**SMILES**: CCOC(=O)C1CCN(c2nc3ccccc3n2CC(=O)c2ccccc2)CC1
**E_HOMO**: -0.29308 hartree
**Gap between HOMO and LUMO**: 8.52 eV
**ΔE to the lowest compared entry with this formula, charge and spin**: 37.87 kcal/mol

The geometry in ORCA input format:
```
! wB97M-V def2-TZVPD RIJCOSX def2/J DEFGRID3
* xyz 0 1
C -2.475 1.863 -1.741
C 0.521 1.516 0.269
C 0.935 -1.137 -1.343
H -0.344 2.309 -1.890
C 2.644 1.717 0.228
C -3.326 1.286 -0.605
C 3.356 -0.062 1.746
H 3.372 -1.429 -3.663
C -1.678 2.025 1.139
C 0.268 -0.639 1.548
N -0.824 1.657 0.015
H 5.987 1.649 0.474
H -0.061 -0.736 -1.233
H -4.385 1.296 -0.889
H 4.185 2.914 -0.667
O -3.446 -0.607 0.806
C -3.307 -2.000 1.105
H -1.254 3.485 -0.938
C 2.790 -2.420 -0.492
H -3.018 2.655 -2.256
H -3.397 3.148 0.439
C 4.659 0.325 1.497
H 4.424 -2.710 -1.835
O 0.932 -2.929 1.721
H -3.802 1.762 1.454
C 4.953 1.382 0.637
C -2.982 -0.179 -0.372
N 1.470 2.235 -0.261
H 3.129 -0.880 2.414
N 0.982 0.525 1.109
H -5.415 -2.412 0.919
C 1.541 -1.832 -0.298
H 3.241 -2.969 0.321
H -0.743 -0.601 1.136
H -2.270 1.065 -2.455
C 2.358 0.641 1.096
C 3.448 -2.270 -1.697
H 1.122 -0.469 -3.359
C -1.159 2.418 -1.177
O -2.396 -0.882 -1.153
C 1.594 -1.006 -2.551
H -4.372 -3.841 0.833
H -1.364 2.994 1.560
C 3.960 2.093 -0.006
H -3.281 -2.058 2.195
H -4.473 -2.738 -0.545
C 2.855 -1.553 -2.724
H -1.577 1.275 1.926
C -4.472 -2.800 0.541
H 0.207 -0.687 2.642
H 5.468 -0.202 1.981
C 0.920 -1.933 1.040
C -3.136 2.114 0.668
H -2.363 -2.369 0.691
*
```

3.
ORCA calculation (wB97M-V/def2-TZVPD) on 2 unconnected molecules or ions with the total composition C6H11Cl3OSi.

## Properties
**E_HOMO**: -0.31217 hartree
**Gap between HOMO and LUMO**: 8.86 eV
**ΔE to the lowest compared entry with this formula, charge and spin**: 9.75 kcal/mol

The geometry in ORCA input format:
```
! wB97M-V def2-TZVPD RIJCOSX def2/J DEFGRID3
* xyz 0 1
C 0.025 0.625 -0.335
H -0.520 0.303 1.706
H 0.183 -1.931 0.769
H -2.310 2.020 -0.060
H 0.031 -3.001 -2.028
H -0.697 2.316 -1.000
C -0.747 -0.682 -0.772
C -1.983 1.595 0.967
H -1.792 -0.668 -0.533
H 0.980 -3.685 -0.514
O 0.099 1.687 -1.179
H -2.089 2.359 1.662
H -0.826 -0.686 -1.885
Si 2.569 0.228 0.070
Cl 3.518 2.010 -0.076
Cl 2.652 -0.277 2.027
H 0.205 1.868 1.395
Cl 3.390 -1.077 -1.169
C -0.490 1.143 0.997
H -2.598 0.672 1.130
C 0.462 -2.905 -0.944
C -0.064 -1.915 -0.228
*
```

4.
ORCA calculation (wB97M-V/def2-TZVPD) on 2 unconnected molecules or ions with the total composition C2H2N2O2S2.

## Properties
**E_HOMO (spin up / spin down)**: -0.30427 / -0.30824 hartree
**Gap between HOMO and LUMO (spin up / spin down)**: 6.98 / 6.94 eV
**ΔE to the lowest compared entry with this formula, charge and spin**: 119.76 kcal/mol

The geometry in ORCA input format:
```
! wB97M-V def2-TZVPD RIJCOSX def2/J DEFGRID3
* xyz 0 1
N 1.409 0.712 -0.924
C 1.504 -1.532 -0.472
S 2.785 0.657 0.403
N -1.319 -0.144 1.090
H -0.752 -1.035 1.255
S -1.614 -0.066 -0.452
H 0.943 1.603 -1.199
C 0.953 -0.410 -1.209
O 1.242 -2.684 -0.439
O 2.482 -0.963 0.420
*
```

5.
ORCA calculation (wB97M-V/def2-TZVPD) on 2 unconnected molecules or ions with the total composition C4H9NO.

## Properties
**SMILES**: C=CN.C=CO
**E_HOMO**: -0.30518 hartree
**Gap between HOMO and LUMO**: 9.00 eV
**ΔE to the lowest compared entry with this formula, charge and spin**: 76.42 kcal/mol

The geometry in ORCA input format:
```
! wB97M-V def2-TZVPD RIJCOSX def2/J DEFGRID3
* xyz 0 1
H 3.225 -1.671 1.576
C -2.291 1.595 -0.230
O -0.977 1.478 0.174
N 1.353 -0.015 0.247
H 2.810 -3.089 0.478
H 1.731 -1.515 -1.100
C -2.907 0.555 -0.783
H -2.335 -0.362 -0.898
C 2.729 -2.027 0.692
H -0.821 2.217 0.789
H -3.874 0.707 -1.236
H 0.372 0.009 0.034
C 2.038 -1.197 -0.096
H -2.884 2.449 0.085
H 1.828 0.866 0.268
*
```

6.
ORCA calculation (wB97M-V/def2-TZVPD) on a molecular structure, C23H27N4O8Ta.

## Properties
**E_HOMO (spin up / spin down)**: -0.45407 / -0.45411 hartree
**Gap between HOMO and LUMO (spin up / spin down)**: 5.98 / 5.98 eV

The geometry in ORCA input format:
```
! wB97M-V def2-TZVPD RIJCOSX def2/J DEFGRID3
* xyz 2 1
O 0.198 -2.142 0.635
C 2.281 3.562 0.484
C 8.461 -1.550 3.618
C 0.894 4.142 0.171
N -1.361 -0.015 1.181
H 1.667 -2.647 -0.671
C -3.862 -0.350 -1.586
Ta 0.831 -0.159 1.254
C 4.452 -1.434 2.109
H -5.742 2.128 -0.470
H -6.332 2.397 -2.111
C -3.512 0.272 2.147
H -5.390 -0.593 -3.565
H 5.726 -1.421 3.836
N 0.680 1.806 0.566
H -0.460 -3.785 -1.387
H -3.211 1.128 -4.866
H 1.666 -3.588 0.831
H 0.830 4.601 -0.814
O 2.093 -1.088 2.405
C 3.247 -1.240 3.017
H 0.811 -4.977 -1.093
H -0.450 -4.744 0.109
C 6.677 -1.785 0.551
O -3.916 -1.533 -1.893
H -1.264 -0.264 -0.879
C 1.040 -3.182 0.036
H 0.575 4.889 0.897
H 2.984 3.641 -0.346
C -3.290 -0.034 -0.225
C 5.384 -1.714 0.041
C 0.176 -4.228 -0.621
O -1.253 2.962 0.043
H -3.377 2.226 -1.272
H -0.552 -2.554 1.093
C -4.188 2.076 -1.986
C -1.928 -0.104 -0.035
C -0.073 2.965 0.233
H -5.549 1.131 -3.911
H -1.638 0.276 3.211
H -4.264 -0.005 -5.717
H 7.545 -1.925 -0.077
O 8.138 -1.758 2.474
C -4.840 0.340 -3.671
H -5.172 0.179 0.787
C -2.140 0.189 2.258
O 2.715 1.181 1.115
C 1.980 2.123 0.743
O 8.823 -1.359 4.667
H -3.108 -0.612 -4.528
H -4.113 0.422 3.032
C -5.507 2.596 -1.426
H -3.922 2.637 -2.882
C -3.788 0.208 -4.761
N 4.302 -1.541 0.798
C 6.740 -1.665 1.910
H 5.229 -1.803 -1.027
C -4.095 0.147 0.895
N -4.245 0.666 -2.369
O 3.395 -1.278 4.205
H -5.450 3.673 -1.272
C 5.688 -1.493 2.755
H 2.763 4.004 1.356
*
```

Let's list E_tot in order: -81154.997, -34870.829, -53893.958, -30846.693, -7829.006, -48166.528 eV.